# 1
65
Properties=species:S:1:pos:R:3:forces:R:3 method="wB97M-V/def2-TZVPD" smiles="C[C@@H](C[C@H](OC(=O)CCCc1ccccc1)P(=O)(O)O)OCc1ccccc1.c1cc[nH]c1" orbital_gap_ev=8.85 lumo_ev=0.340 largest_force_ev_per_a=5.2 homo_ev=-8.5 e_above_lowest_kcal_mol=267.5
C 1.2838 2.1647 2.1844 0.7813 -0.7647 -1.0682
C 1.8111 2.7681 0.7596 -2.1944 0.9749 0.1679
C 1.0500 4.2069 0.6101 -0.0732 -0.5666 0.8192
C -0.5159 3.9480 0.2510 0.8849 0.9228 0.6753
O -0.5676 3.7283 -1.1822 -1.8723 -2.7254 0.3754
C -1.5512 2.7589 -1.5272 -2.3234 -0.9316 0.3224
O -2.6295 2.5807 -0.9001 4.2385 1.1711 -1.6745
C -1.2365 1.8887 -2.8532 -0.0605 1.2670 -0.0521
C -2.4255 0.8976 -3.2646 0.8261 -1.0295 -1.0829
C -2.1255 -0.6380 -2.7996 -1.0092 0.3095 0.3705
C -2.7598 -0.9732 -1.3648 -0.1948 -1.4727 3.1212
C -4.0461 -0.3459 -0.7842 0.8362 -1.5404 1.4098
C -4.6525 -0.6767 0.6176 4.3946 -2.2998 -1.6456
C -3.8670 -1.7314 1.4746 0.5747 1.4335 -3.5440
C -2.5705 -2.3939 0.8964 -1.5085 1.9580 -1.7228
C -2.0055 -2.0441 -0.5028 -3.5465 1.9067 1.8084
P -1.5172 5.5059 0.7255 0.4248 4.3211 2.6539
O -0.7270 6.4737 1.6329 -1.8238 -2.9920 -2.3495
O -2.9548 5.1265 1.5904 2.0892 -0.7592 -2.3657
O -1.9612 6.3754 -0.6710 -0.4165 -1.9854 1.9134
O 3.2427 2.9500 0.7220 -0.3837 -0.6592 -1.3619
C 3.8648 2.0223 -0.2180 -0.2777 -1.9412 0.5412
C 3.5670 0.5394 0.3813 0.2183 -1.8441 1.0301
C 4.1408 0.2944 1.8272 -2.2043 -3.2554 -1.9535
C 3.8620 -1.0742 2.4914 -1.2854 1.2266 -3.4580
C 3.0198 -2.1525 1.7314 0.6149 2.9927 -1.6895
C 2.4861 -1.8848 0.2867 1.5162 2.5985 1.4893
C 2.7480 -0.5171 -0.4085 1.9222 -0.2305 4.3366
H 2.1782 2.1598 2.9000 -1.4721 0.2067 -0.8945
H 0.3979 2.7785 2.5849 1.4561 -1.0701 -0.4797
H 1.0001 1.0601 1.9999 0.2489 1.7489 0.5556
H 1.4212 2.1437 -0.1317 0.9225 0.6363 1.4157
H 1.1110 4.6776 1.6647 -0.1586 -0.3166 -1.9963
H 1.5146 4.8767 -0.1879 -0.6585 -0.8945 1.1502
H -0.9520 3.0981 0.8820 0.5943 0.9602 -1.1728
H -1.0923 2.6719 -3.6943 -0.1830 -1.1718 1.3615
H -0.2213 1.3405 -2.7751 -1.6833 0.9008 0.1445
H -2.4216 0.8518 -4.4224 0.0082 0.2245 1.8380
H -3.4683 1.2465 -2.9699 1.6476 -0.3593 -0.1468
H -0.9876 -0.8353 -2.8296 -1.8145 0.3445 0.3548
H -2.5759 -1.3836 -3.5579 0.5495 1.2893 1.1104
H -4.6308 0.4189 -1.4107 1.1483 -1.3096 1.0465
H -5.6021 -0.1553 0.9682 1.5626 -0.9124 -0.5036
H -4.3052 -1.9671 2.4983 0.9976 0.1112 -1.5439
H -2.0092 -3.1831 1.5101 -1.0331 1.4022 -0.8973
H -1.0446 -2.5503 -0.8625 -1.6101 0.8944 0.5181
H -3.2681 4.2384 1.2991 0.0348 0.6774 0.1543
H -2.8627 6.7411 -0.5270 0.7397 -0.2933 -0.0996
H 3.4264 2.0783 -1.2717 0.4108 0.1589 1.3638
H 5.0048 2.1893 -0.3010 -1.9661 0.0369 0.4836
H 4.7448 1.1066 2.3749 -1.1444 -1.4321 -1.0923
H 4.2661 -1.2413 3.5422 -0.7292 0.0057 -1.6553
H 2.7971 -3.1454 2.2526 0.3726 1.6263 -0.9570
H 1.8588 -2.6445 -0.3033 1.1705 1.0727 1.2878
H 2.3847 -0.2259 -1.4472 0.4687 -0.7051 1.5906
C 1.8325 -7.4005 -0.3663 -0.1745 -0.1703 -0.1130
C 2.1170 -6.2404 0.3958 -0.0429 0.2229 0.1321
C 0.9193 -5.6248 0.6662 0.0035 0.1038 -0.0029
N -0.0773 -6.3679 0.0914 0.0434 -0.0346 0.0152
C 0.4703 -7.4551 -0.5355 0.0056 -0.0200 -0.0530
H 2.5450 -8.1168 -0.7479 -0.0818 0.0657 0.0399
H 3.0903 -5.8945 0.7122 -0.0972 -0.0227 -0.0291
H 0.6906 -4.7235 1.2156 0.0461 -0.0742 -0.0333
H -1.0600 -6.1492 0.1254 0.1795 -0.0484 0.0009
H -0.1546 -8.1709 -1.0477 0.0913 0.0610 0.0402

=====

# 2
17
Properties=species:S:1:pos:R:3:forces:R:3 method="wB97M-V/def2-TZVPD" orbital_gap_ev=10.92 lumo_ev=0.590 largest_force_ev_per_a=5.2 homo_ev=-10.3 e_above_lowest_kcal_mol=50.5
C 0.8982 2.5013 0.6129 -2.2865 -3.4707 1.0697
C 0.5375 -0.2364 -0.6320 3.0518 -0.8437 -0.1198
C -0.4128 -1.4406 -0.5858 1.3700 1.6092 0.8959
O 0.1980 0.0671 2.0602 0.8175 -0.1913 0.6069
O -0.0411 -2.2111 0.4722 -0.9592 -4.2041 -2.8907
O -0.3772 -2.1815 -1.7406 -2.5219 0.1127 -1.6839
O -1.6715 -0.9154 -0.2985 -0.8362 -0.4722 -0.9095
P 0.1035 0.8232 0.7921 1.2944 0.5117 -0.6447
H 1.9057 2.4089 0.5870 3.1129 0.2200 0.2005
H 0.4773 2.9242 -0.2207 -0.8476 1.1350 -2.1718
H 0.4408 2.8877 1.4708 0.0160 1.3452 1.4955
H 0.4243 0.2741 -1.6107 0.4328 -0.1575 0.5937
H 1.7735 -0.7481 -0.4510 -3.9026 1.9296 -0.7562
H 0.2531 -1.6990 1.1560 1.1333 2.4792 3.2272
H -1.2326 -1.9475 -2.2682 2.3554 -0.6066 1.4036
H -2.1053 -1.7210 -0.0007 -0.7601 0.0725 0.3866
H -1.1713 1.2141 0.6570 -1.4698 0.5310 -0.7030

=====

# 3
55
Properties=species:S:1:pos:R:3:forces:R:3 method="wB97M-V/def2-TZVPD" orbital_gap_ev="8.33 / 5.46" total_charge=+2 multiplicity=5 lumo_ev="-7.004 / -9.871" largest_force_ev_per_a=1.0 homo_ev="-15.3 / -15.3" e_above_lowest_kcal_mol=0.0 s_squared=6.04
Ru 0.4928 0.5761 -0.1507 -0.0171 0.5110 -0.2181
O 3.7101 0.8763 4.7025 -0.0310 -0.2590 0.0495
C 3.4669 -0.3961 4.4602 0.0528 0.2341 0.1025
O 3.8460 -1.2894 5.1578 -0.0042 -0.0893 -0.0293
C 2.6663 -0.7265 3.2170 0.0744 -0.0203 0.0831
C 2.3843 -2.0131 2.7948 -0.0184 -0.0605 -0.0363
Cl 2.7350 -3.4732 3.5399 0.0249 0.0410 0.1754
N 1.6692 -1.9552 1.6274 -0.0991 0.3026 0.2347
N 1.4342 -0.6356 1.3127 -0.0616 -0.4683 -0.1878
C 2.0584 0.0725 2.2542 -0.0798 0.0179 -0.0039
C 2.0037 1.5566 2.0934 -0.0265 -0.0166 -0.0607
O 2.5231 2.3056 2.8791 -0.0849 0.2629 -0.0992
O 1.3458 1.9278 1.0281 0.0056 -0.2078 -0.0841
C 1.2865 -3.0862 0.8785 0.0681 -0.1809 -0.2623
C -0.0597 -3.2424 0.3913 -0.4189 0.5899 0.1040
C -0.4346 -4.4036 -0.3392 0.0567 -0.0727 -0.0469
C 0.4854 -5.3825 -0.5517 -0.0493 0.1042 0.0633
C 1.8093 -5.2249 -0.0658 -0.1686 -0.1112 -0.1170
C 2.1937 -4.0878 0.6410 0.0547 0.3558 0.0076
H 3.2921 1.4933 4.0555 0.1000 -0.0257 0.0809
H -1.7614 -2.3966 0.1533 -0.1192 -0.0338 -0.1854
H -1.4452 -4.4754 -0.7161 -0.0459 0.0090 -0.0090
H 0.2193 -6.2758 -1.0982 -0.0066 -0.0151 -0.0185
H 2.5436 -5.9913 -0.2692 0.0362 -0.0306 -0.0095
H 3.2205 -3.9779 0.9592 -0.0371 -0.0081 -0.0353
F 0.9059 0.7918 -4.0128 0.0029 -0.0395 -0.0099
C 1.7257 0.0518 -3.2974 -0.0865 -0.1322 -0.2164
F 2.3908 -0.7923 -4.0544 -0.1508 0.1082 0.0830
F 2.5675 0.8236 -2.6191 0.1051 0.0565 0.0605
S 0.7684 -0.9052 -1.9953 0.6179 -0.3320 0.0882
O -0.9084 -2.2674 0.6374 0.7583 -0.5507 0.1873
O 1.6693 -1.9915 -1.6258 -0.1234 0.0848 0.0566
N -0.5407 -1.3764 -2.7202 -0.3859 0.0745 -0.0174
S -1.9190 -1.0567 -2.0044 0.3845 0.1850 -0.2715
O -2.5261 -2.2318 -1.4367 -0.2989 -0.1374 0.0458
O -1.7914 0.0832 -1.0983 0.0522 -0.1651 0.1897
C -3.0010 -0.4842 -3.4115 -0.1638 0.0090 -0.0409
F -3.4721 -1.5283 -4.0521 0.0709 -0.0394 0.0194
F -2.2908 0.2785 -4.2193 0.0857 0.0358 0.0539
F -3.9910 0.2220 -2.8857 0.0587 -0.0882 0.0585
C -3.0200 5.5345 -0.0312 -0.0128 0.0312 -0.0059
N -2.1783 4.3544 -0.1674 0.0710 -0.0826 -0.0160
C -1.2665 4.1076 -1.2766 0.0432 0.0634 0.0550
C -0.7309 2.7773 -0.8570 0.0329 -0.0943 -0.0159
O 0.1264 2.0693 -1.4799 0.0143 -0.1267 0.2614
N -1.2336 2.3594 0.2829 -0.1978 0.2816 -0.0248
C -2.1126 3.3336 0.6801 -0.0069 0.0196 -0.0186
N -2.8121 3.2361 1.7948 0.0253 -0.0048 -0.0322
H -2.6620 6.2934 -0.7207 -0.0140 0.0157 0.0002
H -2.9415 5.9377 0.9776 -0.0006 0.0241 0.0164
H -4.0582 5.3034 -0.2663 -0.0247 0.0091 0.0005
H -0.4628 4.8487 -1.3183 -0.0399 -0.0106 -0.0178
H -1.7688 4.0730 -2.2456 -0.0280 -0.0271 0.0344
H -2.6878 2.4317 2.3868 -0.0038 0.0185 -0.0137
H -3.4639 3.9480 2.0818 0.0098 -0.0147 -0.0073

=====

# 4
77
Properties=species:S:1:pos:R:3:forces:R:3 method="wB97M-V/def2-TZVPD" orbital_gap_ev="4.30 / 6.98" total_charge=+1 multiplicity=5 lumo_ev="-4.483 / -3.655" largest_force_ev_per_a=1.6 homo_ev="-8.8 / -10.6" s_squared=6.21
Co 0.3621 0.7874 -0.0315 -0.8212 -0.4484 -0.3773
C -1.9495 -7.8398 -1.5667 0.0821 -0.0181 -0.0025
O -3.2441 -7.3676 -1.2370 -0.0126 -0.1367 0.0707
C -3.6438 -6.1836 -1.7314 -0.1392 0.3003 -0.1230
C -4.9634 -5.8111 -1.4266 0.0819 -0.1706 0.0153
C -5.4809 -4.6261 -1.8754 0.0068 0.1498 -0.0074
C -4.6805 -3.7405 -2.6284 0.7076 -0.4514 -0.3726
C -3.3679 -4.1373 -2.9632 -0.2907 0.2180 0.0717
C -2.8549 -5.3344 -2.5103 0.1541 -0.2215 0.0495
N -5.1803 -2.5305 -2.9705 -0.9805 0.6617 1.0926
N -4.5670 -1.5410 -3.4655 0.5181 -0.3789 -1.1368
C -3.5551 -0.8335 -2.9601 -0.0234 0.0367 0.3992
C -2.8518 0.0157 -3.8463 -0.2287 -0.2123 0.0292
C -1.6533 0.5994 -3.5008 0.3469 0.1183 0.4857
C -1.1037 0.3866 -2.2335 -0.4904 -0.0510 -0.1726
O 0.0731 0.8569 -1.8515 0.3779 0.2183 -0.3734
C -1.8397 -0.3611 -1.2778 -0.0502 -0.0603 -0.2770
N -1.2756 -0.4405 -0.0369 0.1127 0.1444 -0.0374
C -1.9157 -1.1075 0.9096 0.1954 0.1277 0.1792
C -3.1725 -1.6630 0.7051 -0.2848 -0.0358 -0.2149
C -3.7744 -1.5608 -0.5359 0.1325 0.0079 0.2293
C -3.0836 -0.9533 -1.5889 0.1848 0.1141 -0.1921
H -1.8720 -8.8242 -1.1151 0.0252 0.0072 -0.0129
H -1.1726 -7.1906 -1.1543 -0.0254 0.0119 -0.0096
H -1.8193 -7.9250 -2.6480 -0.0282 0.0056 0.0096
H -5.5543 -6.4943 -0.8316 -0.0385 0.0152 -0.0079
H -6.4971 -4.3425 -1.6360 -0.0085 0.0317 -0.0274
H -2.7639 -3.4885 -3.5838 0.0289 0.0177 0.0202
H -1.8394 -5.6011 -2.7690 -0.0319 -0.0348 -0.0059
H -3.2422 0.1281 -4.8483 -0.0622 -0.0207 0.0177
H -1.0980 1.2050 -4.2044 -0.0233 -0.0175 -0.0470
H -1.4358 -1.1710 1.8782 0.0612 0.0236 -0.0291
H -3.6802 -2.1569 1.5203 0.0229 0.0387 0.0458
H -4.7839 -1.9150 -0.6760 0.0095 -0.1613 -0.0790
F 2.2238 -1.8059 4.1949 0.0337 -0.0091 -0.0013
C 1.6071 -0.7281 3.7030 -0.1317 0.1933 0.0175
C 1.3968 -0.6392 2.3380 0.0949 -0.2083 -0.4762
C 0.7622 0.4716 1.8076 0.2606 0.3085 0.9280
C 0.2945 1.4840 2.6743 -0.0512 -0.0532 -0.1531
C 0.5415 1.3488 4.0391 0.0224 -0.1470 -0.1551
F 0.1144 2.2805 4.9041 -0.0004 0.0584 -0.0136
C 1.2012 0.2616 4.5736 0.0165 -0.0650 0.0905
C -0.4297 2.6027 2.0522 -0.1350 0.2602 0.0368
C -0.8217 3.7857 2.6789 -0.0430 -0.0037 0.0316
C -1.4561 4.7694 1.9416 0.0339 -0.1090 -0.0870
C -1.7114 4.5610 0.5924 -0.0495 0.0188 0.0516
C -1.3188 3.3622 0.0356 -0.1248 0.0395 -0.0905
N -0.6927 2.4192 0.7412 0.1829 -0.0535 0.2533
H 1.7414 -1.4541 1.7113 0.0542 0.0148 0.0096
H 1.3712 0.1858 5.6379 -0.0067 -0.0040 0.0031
H -0.6274 3.9400 3.7262 0.0572 -0.0152 0.0166
H -1.7465 5.6959 2.4181 -0.0126 0.0039 0.0056
H -2.2058 5.3063 -0.0130 -0.0198 -0.0129 -0.0102
H -1.5097 3.1356 -1.0072 0.0816 -0.0191 -0.0095
Te 2.1293 2.6482 -0.6099 0.8765 0.0455 0.5109
C 2.8825 3.0160 1.3469 -0.1156 0.0259 -0.1175
C 2.6570 4.2324 1.9738 -0.0806 0.0343 -0.1692
C 3.1015 4.4256 3.2755 0.0020 0.0273 0.0798
C 3.7677 3.4103 3.9429 -0.0117 0.0026 0.0420
C 3.9949 2.1936 3.3120 -0.0038 0.0220 -0.0388
C 3.5511 1.9977 2.0155 0.0355 -0.0342 -0.0602
C 4.0614 2.1922 -1.3896 -0.3819 -0.1221 0.0171
C 4.6695 3.1792 -2.1550 -0.1629 0.0364 0.0506
C 5.9766 3.0002 -2.5813 0.0562 0.0127 -0.0065
C 6.6683 1.8480 -2.2389 0.0131 0.0132 -0.0311
C 6.0462 0.8553 -1.4963 -0.0164 -0.0264 0.0197
C 4.7340 1.0191 -1.0789 -0.0986 -0.0703 0.0085
H 2.1414 5.0299 1.4524 -0.0082 0.0176 0.0232
H 2.9288 5.3731 3.7690 0.0012 0.0139 -0.0241
H 4.1137 3.5666 4.9560 -0.0071 0.0022 0.0044
H 4.5085 1.3938 3.8294 0.0233 0.0155 0.0039
H 3.7157 1.0465 1.5298 0.0271 -0.0357 0.0381
H 4.1291 4.0816 -2.4124 0.0514 0.0241 -0.0080
H 6.4561 3.7661 -3.1755 -0.0013 0.0085 0.0017
H 7.6932 1.7198 -2.5595 -0.0001 -0.0075 -0.0085
H 6.5815 -0.0486 -1.2383 -0.0048 -0.0162 -0.0244
H 4.2392 0.2318 -0.5254 0.0344 -0.0160 0.0311

=====

# 5
12
Properties=species:S:1:pos:R:3:forces:R:3 method="wB97M-V/def2-TZVPD" orbital_gap_ev="7.19 / 5.49" lumo_ev="-0.390 / -1.236" largest_force_ev_per_a=3.8 homo_ev="-7.6 / -6.7" e_above_lowest_kcal_mol=56.9
C -0.2088 -0.7298 -1.1406 -2.6186 -1.6444 -1.0131
C -0.8669 0.3063 1.2703 0.3204 1.5087 0.4435
C 0.8118 -0.8651 -0.2650 2.3885 -0.3800 2.5264
N -0.1629 0.2515 -2.0182 -0.8876 -0.6335 0.3041
N -0.9182 1.5216 1.4207 -0.1794 -0.9548 -0.7409
N 1.7606 0.0378 -0.5060 0.8802 2.9705 -2.1249
S 1.1400 1.1518 -1.7433 0.8947 -0.4333 0.6322
I -2.3969 -1.2087 1.9236 -0.3383 -0.1880 0.0309
H -1.0116 -1.4831 -0.9915 0.1610 0.9111 -0.9820
H 1.2013 -1.7139 0.3172 -1.2371 0.2803 -0.0409
H -1.7007 2.1592 1.6262 0.4698 -0.7327 0.1873
H 2.3522 0.5723 0.1066 0.1463 -0.7039 0.7775

=====

# 6
21
Properties=species:S:1:pos:R:3:forces:R:3 method="wB97M-V/def2-TZVPD" orbital_gap_ev=7.32 total_charge=-1 lumo_ev=3.249 largest_force_ev_per_a=0.5 homo_ev=-4.1 e_above_lowest_kcal_mol=21.6
Br -0.2580 0.0795 0.4387 -0.0719 0.0070 0.1874
C -1.0852 3.4306 -0.4310 0.0388 0.0086 -0.2941
C -2.0093 3.5706 -1.6255 -0.0245 0.0141 -0.1720
O -3.2240 4.2493 -1.2872 -0.0829 -0.0897 -0.0277
O 0.1776 2.9921 -0.8808 0.0168 0.1802 0.2745
H -1.4978 2.7012 0.2739 -0.0124 0.1226 0.0842
H -1.0070 4.4184 0.0416 0.0090 -0.0645 0.1160
H -2.2170 2.5915 -2.0702 0.0321 -0.0112 0.1054
H -1.5163 4.1705 -2.3930 -0.0428 0.0708 0.0642
H -3.7221 3.6629 -0.7087 0.0404 0.0432 0.0038
H 0.3457 2.1571 -0.3984 0.0187 -0.2354 -0.2355
C 1.9316 -2.9303 1.5005 -0.3342 -0.1986 0.2256
C 1.0367 -3.8816 0.7288 -0.0122 -0.3661 0.3736
O 0.8077 -3.4269 -0.5815 0.0915 -0.0527 -0.0561
O 3.1234 -2.6409 0.7837 0.1022 -0.0650 -0.0121
H 2.1554 -3.4447 2.4461 0.0530 0.0656 -0.0182
H 1.3810 -2.0184 1.7536 0.1506 0.0831 -0.3847
H 0.1012 -3.9668 1.3044 0.0211 0.1098 -0.0950
H 1.4859 -4.8945 0.7243 0.0691 0.2259 -0.0991
H 0.1180 -3.9740 -0.9636 -0.0746 0.1036 -0.0572
H 3.8727 -2.8458 1.3443 0.0124 0.0486 0.0170